(1)
Molecular formula: H7PSi2
Method: DFT, wB97M-V/def2-TZVPD

Calculated values
LUMO energy (alpha / beta) = -1.44 / -1.12 eV
Total charge = 0
Multiplicity = 1
Relative energy (zero: lowest compared OMol25 entry of this formula, charge and spin) = 249.7 kJ/mol
Strongest force on any atom = 1.78 eV Å⁻¹
E_HOMO (alpha / beta) = -9.417 / -8.988 eV
Energy = -924.3488 a.u.

The geometry in XYZ format:
```
10
H7PSi2, DFT wB97M-V/def2-TZVPD
Si 0.8089 -0.5290 1.4471
Si -0.3495 0.6757 -1.7035
P 0.0538 -1.2983 -0.5328
H 2.2755 -0.5112 1.2896
H 0.2874 -1.4994 2.4716
H 0.4475 0.9786 1.8220
H -1.7420 0.5665 -1.9095
H -0.1446 1.7247 -0.6727
H 0.3951 0.6234 -3.0504
H -2.0322 -0.7311 0.8385
```

These are the natural (NBO) partial charges, in e, on atoms 1 to 8: 0.52 0.57 -0.24 -0.16 -0.13 -0.13 -0.15 -0.13

=====

(2)
Molecular formula: H80O40
Method: DFT, wB97M-V/def2-TZVPD

Calculated values
LUMO energy = -1.02 eV
Total charge = 0
Multiplicity = 1
Relative energy (zero: lowest compared OMol25 entry of this formula, charge and spin) = 1170.5 kJ/mol
Strongest force on any atom = 5.56 eV Å⁻¹
E_HOMO = -10.631 eV
Energy = -3057.3115 a.u.

The geometry in XYZ format:
```
120
H80O40, DFT wB97M-V/def2-TZVPD
H -1.2995 -4.5682 -0.4755
H -1.0242 -5.6896 -1.7206
O -0.7600 -4.8573 -1.2862
H -4.2834 -1.5732 -4.2484
H -3.5329 -1.6259 -2.9747
O -4.3695 -1.2917 -3.3053
H 4.7284 -1.5861 -0.7155
H 3.1881 -1.5526 -0.1487
O 3.7605 -1.7132 -0.8570
H 2.8114 -2.9508 2.2237
H 2.1829 -3.3414 0.8651
O 2.4714 -2.5273 1.4078
H -0.6718 0.1187 -3.9216
H -0.9867 1.5791 -3.4979
O -0.3203 0.9856 -3.8023
H -2.2207 0.8257 -5.4744
O -2.6924 -0.0953 -5.4381
H 0.0329 0.3005 2.2711
O -0.0202 0.6778 3.1543
H -1.6491 -0.4590 6.0307
H -0.2728 -0.4539 6.9494
O -0.8272 -0.9249 6.3550
H -2.0725 -2.8338 3.7320
H -2.8820 -3.8057 2.9191
O -2.1923 -3.7614 3.5627
H 0.5559 3.9641 1.7788
H -0.6265 3.0775 1.6874
O 0.0082 3.3378 2.3077
H -3.9203 4.6976 3.4947
H -2.5251 4.5597 3.0278
O -3.4419 4.2692 2.7767
H 0.5525 -2.7610 3.0196
O 0.4557 -3.3433 2.2156
H -0.2055 1.4638 5.8083
H -1.0360 1.6252 4.4707
O -0.9586 1.8470 5.3386
H 1.6904 -0.1158 -5.0209
H 2.0307 -1.5217 -4.7475
O 1.3937 -0.8312 -4.4249
H -1.3400 -0.5877 1.4853
H -1.2234 -1.6364 0.5561
O -1.9083 -1.2507 1.0603
H -4.5660 -2.3853 1.5288
H -3.9898 -3.8810 1.3138
O -4.5759 -3.3270 1.8300
H 2.7922 4.9759 -0.6555
H 3.8153 4.7115 -1.5528
O 3.7443 5.1297 -0.6737
H -3.9737 -0.5861 -0.4388
H -2.8342 -1.2901 -1.4232
O -3.2853 -0.4599 -1.2081
H 4.8300 2.6138 0.6312
O 5.6954 2.3245 0.3250
H -4.0845 1.0803 2.1259
H -4.1842 -0.4653 2.2506
O -4.2875 0.3111 1.5908
H 2.8751 -3.8187 -3.0078
O 3.1273 -2.8984 -3.0104
H 2.6144 1.9896 1.4785
H 2.3812 2.9132 0.3082
O 3.1041 2.7122 1.0457
H 0.5002 -2.1192 -0.9078
H 0.4905 -0.8940 -1.5636
O -0.0874 -1.4010 -1.0352
H 4.3602 1.3029 -2.6276
H 4.4622 1.1755 -4.1216
O 4.5123 1.7840 -3.4527
H 2.7167 0.8888 -1.1360
H 2.4382 1.6584 -2.2861
O 2.2825 1.7024 -1.3049
H -3.0044 1.8922 4.2074
H -4.5442 1.2732 4.3302
O -3.7844 1.5494 3.8239
H -1.4575 3.3676 -2.4437
H -1.9879 2.5753 -1.1852
O -1.6625 3.4860 -1.5124
H 3.5031 -0.4939 2.3638
H 2.7800 -0.2310 3.7183
O 2.8399 -0.0020 2.7800
H 0.8285 -2.7707 5.0496
H 0.6704 -1.3438 5.2309
O 1.3856 -1.9952 4.9478
H -2.0476 -0.4118 4.0268
H -2.7384 -0.2864 2.8148
O -2.6120 -0.9936 3.4929
H -3.4347 1.6160 0.6147
H -2.8223 0.6045 -0.1571
O -2.6074 1.5572 0.1969
H 1.2463 2.6887 5.1822
O 2.1744 2.2528 5.3896
H -1.2436 6.1483 -1.5684
H -0.1171 5.2816 -2.1068
O -0.3083 6.1032 -1.7369
H 5.4939 2.2950 -0.6207
H -1.8926 -0.6184 -5.4041
H 2.6130 -2.2667 -2.5305
H 0.6888 1.2681 3.3349
H -0.4768 -3.4350 2.1404
H 2.6671 2.3575 4.5378
O 5.7533 -1.5128 2.3135
H 5.9391 -0.6719 1.9228
H 4.7882 -1.4584 2.4933
O 4.9623 -0.9410 -3.8215
H 4.4250 -1.6030 -4.3311
H 4.9468 -1.2114 -2.9441
O -1.1629 3.3859 -4.8236
H -0.6049 2.6981 -4.4959
H -2.0894 3.1217 -4.7248
O -2.8017 -3.1559 -3.2451
H -2.7009 -2.7417 -4.1740
H -1.7524 -3.1130 -3.0734
O -0.1810 -3.6328 -3.5519
H 0.1478 -3.1695 -4.3571
H 0.5886 -4.1436 -3.2900
O -4.0726 -3.4180 -0.9848
H -3.6180 -3.8591 -1.7082
H -4.7255 -2.8268 -1.4062
O 1.6307 2.2527 -5.3542
H 1.9132 3.1248 -5.1174
H 0.9921 1.9898 -4.7054
```

These are the Löwdin partial charges, in e, on atoms 1 to 8: 0.09 0.06 -0.08 0.04 -0.05 -0.10 0.09 -0.03